No. 1
The following is a quantum chemistry calculation of a structure of composition C27H34FeN5O3, from the Open Molecules 2025 dataset.

Structure (XYZ):
```
70
C27H34FeN5O3, DFT ωB97M-V with the def2-TZVPD basis set
H 0.3638 -4.4810 -0.7510
C 0.5507 2.4623 2.5328
H -3.6644 2.6097 2.6651
H 3.4762 3.0460 -5.9254
H -3.3168 -2.5736 0.3099
C -0.6161 -2.2460 0.4869
C -1.7335 3.6992 1.1396
H 1.6165 2.2655 -4.4941
C 4.9879 2.5802 -4.4737
H -3.9071 2.4286 0.1250
H 5.7998 2.9244 -5.1001
H 1.7191 1.5062 1.1180
C 3.3230 -3.1799 1.9923
H -3.3598 -6.1700 -1.9907
H 0.1861 3.7535 0.1095
H -4.5644 -4.3195 -0.8715
C 1.8680 -1.7531 0.7143
C -2.8073 -5.3935 -1.4788
H 0.7143 3.4217 2.0456
C -2.7748 -3.3643 -0.1929
H 1.2168 2.4274 3.3971
H -1.4018 4.4623 1.8492
H -1.0818 4.7162 -0.6370
C 2.2500 -4.0253 2.2455
C -0.8918 2.3195 2.9618
C -1.3832 -3.3973 -0.1361
H -0.8889 -6.2383 -1.9236
C 3.6813 2.6553 -4.9385
N -1.1392 2.5867 -0.9681
C 1.8363 1.2785 -2.0265
N -3.0384 0.5295 0.0751
O -0.5628 -1.1569 -0.4611
O -1.8881 -2.3419 2.5118
H 3.9605 -1.3809 1.0188
C -3.4830 -4.3519 -0.8534
C -3.0965 1.8922 2.0605
H -2.1023 2.5823 -1.2875
C 0.7941 -2.6045 0.9521
O -1.1162 -0.3553 1.8606
C -1.4242 -5.4326 -1.4389
C -0.8764 3.7735 -0.1242
C -1.2933 -1.6348 1.7281
H -0.5601 2.6120 -1.8004
H 4.4277 1.2185 -1.4238
C 4.2276 1.6293 -2.4042
Fe -0.8996 0.8913 0.3921
H -2.9889 0.9750 2.6394
H 0.8199 0.4891 2.0313
C 2.6375 2.2223 -4.1394
H -3.4237 0.3272 -0.8414
C -0.7175 -4.4381 -0.7722
H 0.0304 -1.3888 -1.1854
H -3.0715 -0.3349 0.6055
H -2.7615 3.9552 0.8810
C 3.1289 -2.0436 1.2241
H -1.1674 3.0820 3.7001
H 1.7233 -0.8582 0.1230
H -4.8390 1.2345 1.0050
H 0.1585 -4.3912 1.9515
C -3.8210 1.5570 0.7770
N 0.8114 1.3898 1.5554
C 5.2623 2.0654 -3.2134
N -1.7332 2.3692 1.7643
H 2.3896 -4.9100 2.8525
H -1.0372 1.3395 3.4137
C 0.9958 -3.7414 1.7312
C 2.9187 1.7153 -2.8727
H 4.3006 -3.4041 2.3976
N 0.9728 0.9182 -1.3551
H 6.2829 1.9994 -2.8628
```

Summary:
- Frontier orbital gap (spin up / spin down): 8.71 / 8.71 eV
- Net charge: +1
- Spin multiplicity: 1

Atom charges from the Mulliken analysis, given in e for atoms 1 to 6: 0.4303, -0.9937, 0.4095, 0.4008, 0.3155, 3.2473

***

No. 2
The following is a quantum chemistry calculation of a structure of composition C14H31B2Br2ClCsI3NO21P3S, from the Open Molecules 2025 dataset.

Structure (XYZ):
```
80
C14H31B2Br2ClCsI3NO21P3S, DFT ωB97M-V with the def2-TZVPD basis set
H 7.0755 0.8583 -3.6904
O 1.7311 1.5946 0.7559
B -1.5457 1.0006 -2.5933
H 5.1538 -1.9274 0.0806
H -6.5453 1.5639 4.0628
O -2.4540 -0.0005 -3.1156
H 1.1786 4.0087 3.2816
C -1.2507 -1.7031 -0.3697
I -3.2821 -2.2184 2.2797
O -0.4169 0.8796 -1.7317
O 2.4868 4.3164 -1.0438
O 0.5344 2.9303 -0.7987
I -2.8347 3.7611 -0.3921
H -0.3835 5.3924 -0.5070
O 2.1330 -0.1390 -1.1387
H -6.3177 -0.0876 2.4900
H -0.8255 -2.7214 -0.2357
P -2.4340 1.3185 -0.1932
O 0.5598 5.3668 -0.2768
H 7.1191 3.6240 -5.0460
H -1.0881 -0.4321 1.9640
O -1.7308 2.3045 -3.2880
C 0.4414 2.0169 0.3087
C -0.5752 0.8763 -0.2742
H 1.7549 -2.9660 0.5849
H -1.4707 -1.6795 -1.4525
S 2.8242 1.0879 -0.3866
C 2.1878 -2.0357 0.1870
H -5.5542 2.5963 3.0083
O 1.5262 -4.2226 -3.4246
C 0.1636 -2.1028 2.4310
B 1.1380 4.1954 -0.6663
O -9.6843 -0.6662 5.6594
O -7.8776 -0.4193 4.1602
P -0.1153 3.0944 1.8120
C 1.2467 -1.1455 -0.6668
H 0.6110 -4.0505 1.9134
H -0.8861 2.5042 -3.7549
C -0.1512 -0.6932 0.0761
O 3.9197 0.6145 0.4009
H 2.5255 -1.4704 1.0826
H -1.9810 -0.4093 -3.8792
O -3.5467 -1.4732 -0.3729
Br 5.1527 3.0875 -3.6127
H 0.5825 -0.0775 2.1003
H 6.1881 2.2627 -5.6979
H 1.9780 -1.7493 -2.8137
O 1.3616 3.6194 2.4091
H -0.8207 -3.9009 2.6062
H 2.5346 3.8567 -1.8973
O 1.1610 -4.7047 -1.0099
O -3.0513 1.0635 1.3147
H -0.3117 -1.9661 3.4223
Br 8.7120 2.5242 -2.8295
C 7.5870 1.6850 -4.1758
Cl -8.3591 -0.1272 5.4991
H 8.2768 1.2939 -4.9217
C -5.7491 1.5697 3.3197
H 4.8971 -3.5894 -0.4582
H 0.2158 -1.4350 -2.7125
H -1.2773 -4.2440 -1.8317
H 1.2435 -2.1450 2.6857
H -3.9637 0.7125 1.1691
N -0.2051 -3.4424 1.9386
Cs 0.8370 1.0268 -3.4398
O -8.3859 1.3064 5.6869
H 0.4975 -5.4032 -0.8882
O -6.1486 0.8120 2.1815
H 4.1976 -3.1133 1.1209
O 3.2802 -2.3594 -0.6559
O -7.4653 -0.7266 6.4644
C 4.4284 -2.7597 0.1043
O -0.7855 -3.9676 -2.6236
C -0.1004 -0.8073 1.6233
H -4.8355 1.1445 3.7512
C -2.6257 -1.7325 0.3008
P 0.8178 -3.7281 -2.2505
I -0.9328 1.9290 3.7908
C 6.6440 2.6786 -4.8010
C 1.0643 -1.9351 -2.1099
```

Summary:
- Frontier orbital gap: 5.73 eV
- Spin multiplicity: 1

Atom charges from the Mulliken analysis, given in e for atoms 1 to 6: 0.3251, -0.3810, 1.0638, 0.2377, 0.1686, -0.5019

***

No. 3
The following is a quantum chemistry calculation of a cluster of 2 separate species, C2H3BrOS in total, from the Open Molecules 2025 dataset.

Structure (XYZ):
```
8
C2H3BrOS, DFT ωB97M-V with the def2-TZVPD basis set
S -2.1942 -1.1516 0.8219
H -3.4046 -1.8054 0.6630
C 1.7032 1.6819 -0.0917
H 0.2607 0.1681 0.1559
H -1.9878 -1.2564 -0.4326
O 2.2240 2.7110 -0.1462
C 1.0890 0.5450 -0.2601
Br 2.3098 -0.8926 -0.7103
```

Summary:
- Frontier orbital gap (spin up / spin down): 7.18 / 7.45 eV
- Spin multiplicity: 3

Atom charges from the Mulliken analysis, given in e for atoms 1 to 6: -0.2891, 0.1573, 0.6057, 0.2429, 0.1200, -0.3322

***

No. 4
The following is a quantum chemistry calculation of an isolated molecule of C6H6, from the Open Molecules 2025 dataset.

Structure (XYZ):
```
12
C6H6, DFT ωB97M-V with the def2-TZVPD basis set
C -1.3414 -0.6603 -0.0116
H -3.0222 0.7286 0.2044
H -1.7353 1.2901 -0.8716
H -1.5925 -1.2826 0.8572
H -1.4857 1.3318 0.8727
C 2.6729 -0.2150 -0.0160
H 4.8951 0.2471 -0.0736
C 0.1149 -0.5867 -0.0707
C -1.9383 0.7544 0.0612
C 3.8576 0.0065 -0.0339
C 1.3109 -0.4307 -0.0277
H -1.7361 -1.1831 -0.8903
```

Summary:
- Frontier orbital gap: 10.25 eV
- SMILES: C#CC#CCC
- Spin multiplicity: 1

Atom charges from the Mulliken analysis, given in e for atoms 1 to 6: -0.3742, 0.3305, 0.3027, 0.2603, 0.3291, -0.1514

***

No. 5
The following is a quantum chemistry calculation of a structure of composition CH4N2S, from the Open Molecules 2025 dataset.

Structure (XYZ):
```
8
CH4N2S, DFT ωB97M-V with the def2-TZVPD basis set
C -0.7971 -0.2746 -0.1773
H 1.1695 0.5934 0.0500
H -1.9316 -0.8313 -0.0284
N -0.0193 -0.5018 -1.1148
H -0.3036 -1.1791 -1.9034
S -0.3040 0.6349 1.0975
N 1.3324 -0.3342 -0.9444
H 1.5194 -1.2424 -0.1992
```

Summary:
- Frontier orbital gap: 9.09 eV
- Spin multiplicity: 1

Atom charges from the Mulliken analysis, given in e for atoms 1 to 6: 0.0531, 0.3299, 0.2293, 0.0329, 0.2858, -0.4229

***

No. 6
The following is a quantum chemistry calculation of an isolated molecule of C2H2P2, from the Open Molecules 2025 dataset.

Structure (XYZ):
```
6
C2H2P2, DFT ωB97M-V with the def2-TZVPD basis set
P 1.8820 -0.9174 -0.0927
C 0.0028 -0.6854 -0.8207
P -1.2411 -1.5494 0.0295
H -0.2331 0.1201 -1.4671
C 0.2953 -0.8050 0.7193
H -0.0851 -0.1107 1.3696
```

Summary:
- Frontier orbital gap (spin up / spin down): 7.14 / 6.47 eV
- Spin multiplicity: 1

And the Mulliken charges, in e, turn out to be: 0.0207, -0.3274, -0.0452, 0.3300, -0.2925, 0.3143

***

No. 7
The following is a quantum chemistry calculation of a cluster of 2 separate species, C5H11O2 in total, from the Open Molecules 2025 dataset.

Structure (XYZ):
```
18
C5H11O2, DFT ωB97M-V with the def2-TZVPD basis set
H -0.8615 2.2214 -0.7379
H 2.1722 2.8632 -0.1414
C -0.5800 -0.9498 1.5769
C -0.6096 -3.1374 0.2704
C 0.1865 1.9379 -0.9379
C -0.3925 -1.6154 0.1035
H -1.4414 -3.2592 0.9699
H 0.0962 1.6772 -1.9966
O -1.4496 -1.4257 2.2847
H 0.3272 -3.4765 0.6712
O 0.2028 -0.0168 1.7803
H -1.1974 -1.1807 -0.4657
H 1.3345 3.4834 -1.7526
H 0.4685 1.0702 -0.4000
H 0.9599 3.7846 0.1262
H -1.0875 -3.5834 -0.5340
C 1.2318 3.0821 -0.6435
H 0.6400 -1.4751 -0.1736
```

Summary:
- Frontier orbital gap: 7.58 eV
- Net charge: -1
- Spin multiplicity: 1

Atom charges from the Mulliken analysis, given in e for atoms 1 to 6: 0.3058, 0.2805, 0.5551, -1.2395, -0.5876, -0.3473

***

No. 8
The following is a quantum chemistry calculation of a cluster of 2 separate species, C2H7FN2 in total, from the Open Molecules 2025 dataset.

Structure (XYZ):
```
12
C2H7FN2, DFT ωB97M-V with the def2-TZVPD basis set
C 1.4873 1.7117 -0.2956
H 2.1147 1.8875 -0.9248
N -1.8463 -1.5149 -0.0135
H -2.5761 -0.9330 -0.3516
C -0.8153 -0.6890 0.3145
H 0.3775 1.8772 -0.4318
H 1.8064 1.9029 0.7375
H 0.6405 -1.9464 0.4374
N 0.3764 -0.9794 0.6233
H 1.4643 0.4665 -0.2704
F -1.3209 0.5457 0.7105
H -1.7086 -2.3287 -0.5355
```

Summary:
- Frontier orbital gap: 10.39 eV
- SMILES: [H]/N=C(\N)F.C
- Spin multiplicity: 1

Atom charges from the Mulliken analysis, given in e for atoms 1 to 6: -0.9999, 0.4617, -0.4411, 0.2396, 0.5851, 0.1484